Computed, not measured: a molecular structure, BeH10O5, with ωB97M-V with the def2-TZVPD basis set.

## Properties
Kohn-Sham gap   12.169 eV
Charge   +2
Relative energy (zero: lowest compared OMol25 entry of this formula, charge and spin)   64.45 kJ/mol
Maximum force   2.5 eV Å⁻¹

Last column: natural (NBO) charge in e.
Element x y z (Å)
Be 0.23215 -0.24754 0.48159  1.72
O 1.09663 0.65777 -0.66737  -1.03
H 0.96047 1.35557 -1.33974  0.56
H 1.79748 0.22188 -1.15018  0.53
O -1.55112 0.93628 -1.51231  -0.98
H -1.33490 1.80996 -1.12554  0.48
H -1.43647 1.12697 -2.45346  0.51
O -0.56173 -1.46834 -0.36330  -1.02
H -1.00046 -1.28561 -1.16683  0.54
H -0.21782 -2.36733 -0.56765  0.55
O 1.34877 -1.00048 1.45923  -1.05
H 2.28177 -1.19020 1.29313  0.55
H 1.41774 -1.21355 2.40233  0.56
O -0.79505 0.71571 1.30031  -1.07
H -1.68158 1.11216 1.12235  0.58
H -0.55587 0.83675 2.28743  0.56

Cartesian forces (eV/Å) of the 3 atoms listed first:
Be -0.5 -0.1 -1.0
O 0.6 0.3 -0.6
H -1.0 0.2 0.9